Record 1
14
Properties=species:S:1:pos:R:3:forces:R:3:mulliken_charge:R:1 method="wB97M-V/def2-TZVPD" e_lumo_ev=0.788 relative_energy_kcal_mol=78.2 smiles="O=C1CNC[C@@H]1O" spin_multiplicity=1 e_homo_ha=-0.315 homo_lumo_gap_ev=9.3559
O -2.106981 -0.151738 -0.466304 0.1548 -0.1452 -0.2091 -0.66
C -0.913003 0.073040 -0.419215 -0.5161 0.0823 -0.4579 0.72
C 0.152613 -0.468087 -1.370257 -0.1360 0.0186 -0.3311 -0.56
N 1.407748 -0.466970 -0.611815 0.0230 0.2157 0.0796 -0.34
C 1.002490 -0.560747 0.739801 -2.3741 1.3228 0.2119 -0.69
C -0.321165 0.738822 0.742215 -0.2079 -0.2764 -0.9037 -0.26
O -1.218217 1.003828 1.752877 0.1615 -0.4513 -0.2037 -0.55
H -0.127701 -1.491348 -1.648485 0.0399 0.1368 0.0026 0.25
H 0.197497 0.129998 -2.281986 0.0252 -0.0638 -0.0326 0.34
H 2.058811 0.267644 -0.848160 -0.1792 0.0520 0.1270 0.29
H 1.099054 0.173316 1.511456 2.7413 -0.6641 1.0490 0.43
H 0.568873 -1.533872 0.956218 0.0562 0.2503 0.4975 0.31
H 0.270925 1.639199 0.510790 0.0868 -0.4874 0.0548 0.32
H -2.070944 0.646916 1.432865 0.1246 0.0098 0.1155 0.39



Record 2
9
Properties=species:S:1:pos:R:3:forces:R:3:mulliken_charge:R:1 method="wB97M-V/def2-TZVPD" e_lumo_ev=0.847 relative_energy_kcal_mol=36.5 smiles="FP(F)S.C=O" spin_multiplicity=1 e_homo_ha=-0.373 homo_lumo_gap_ev=10.9846
F 2.845225 1.068774 -1.150102 -0.1405 -0.0163 0.0621 -0.23
P 2.084902 0.061362 -0.171591 0.4531 0.6624 0.3113 0.54
F 2.445100 0.863603 1.174857 -0.1161 -0.2587 -0.3776 -0.23
S 3.525748 -1.475249 -0.105507 -0.3227 0.2220 0.0324 -0.24
H 2.445439 -2.224495 -0.326579 0.1118 -0.6067 -0.0282 0.17
C -3.391570 0.446690 0.142896 0.8831 -1.6915 1.1180 -0.11
O -2.313234 -0.065817 0.039377 0.5840 -0.9044 0.3272 -0.38
H -3.488577 1.295404 -0.441172 -1.4121 2.2119 -1.0805 0.25
H -4.153035 0.029724 0.837823 -0.0408 0.3812 -0.3648 0.22



Record 3
10
Properties=species:S:1:pos:R:3:forces:R:3:mulliken_charge:R:1 method="wB97M-V/def2-TZVPD" e_lumo_ev=0.241 relative_energy_kcal_mol=43.9 smiles=Oc1cnncn1 spin_multiplicity=1 e_homo_ha=-0.360 homo_lumo_gap_ev=10.0291
O 2.014830 -0.345730 0.434547 0.1677 0.0341 -0.0454 -0.48
C 0.842014 -0.062095 -0.149532 -0.4390 -0.0154 0.2157 0.76
C 0.315688 1.249713 -0.136472 -0.1376 -0.0600 0.1085 -0.30
N -0.957460 1.348338 0.173180 -0.0273 0.0514 -0.3086 -0.24
N -1.747984 0.274819 0.217080 -0.1469 0.0876 -0.5253 -0.42
C -1.245826 -0.833626 -0.302277 -0.1721 0.0702 0.0751 0.03
N 0.058255 -1.064004 -0.461408 0.0315 0.1529 0.4926 -0.54
H 1.765414 -1.087129 1.012442 0.7130 -0.2102 -0.2962 0.36
H 0.886658 2.165468 -0.264751 -0.0220 -0.2289 0.2364 0.43
H -1.931590 -1.645752 -0.522810 0.0328 0.1183 0.0471 0.40



Record 4
84
Properties=species:S:1:pos:R:3:forces:R:3:mulliken_charge:R:1 method="wB97M-V/def2-TZVPD" e_lumo_ev=0.591 relative_energy_kcal_mol=0.0 smiles="CC(N)=O.CC(N)=O.CC(N)=O.CC(N)=O.CC(N)=O.CC(N)=O.CC(N)=O.CC(N)=O.CO.CO" spin_multiplicity=1 e_homo_ha=-0.347 homo_lumo_gap_ev=10.0449
C 10.086294 -8.473571 10.082344 2.1242 0.5915 0.6606 -0.97
C 11.433658 -7.788481 10.585430 -0.0263 -0.1577 -0.7790 0.85
N 11.475264 -7.333611 11.906093 0.8136 -0.1996 -2.2035 -0.43
O 12.427881 -7.721786 9.791168 -1.9194 -0.2946 2.5107 -0.85
H 9.367063 -7.701078 9.880402 -0.3249 0.4182 0.1370 0.32
H 9.747947 -9.167030 10.843914 -0.2059 -0.0898 0.0510 0.41
H 10.287314 -8.973625 9.133688 0.1037 -0.0182 0.2259 0.12
H 12.214970 -6.693637 12.165438 0.6076 -0.1696 -0.2481 0.20
H 10.670457 -6.946791 12.340359 -1.2369 -0.3492 0.0472 0.27
C 17.175722 -0.980810 8.752244 0.1900 0.1742 -0.3155 -0.45
C 18.144546 -2.138400 8.891422 -0.4215 0.5563 -0.3402 0.61
N 18.059205 -3.089254 7.936146 -0.2953 0.4716 -0.0966 -0.28
O 18.954637 -2.203150 9.781873 0.7495 0.0854 0.7662 -0.65
H 16.425151 -1.068030 9.556324 0.2463 0.3133 -0.3956 -0.11
H 16.720736 -1.035744 7.753124 -0.2709 0.1691 0.4158 0.14
H 17.735934 -0.018624 8.806651 -0.4397 -0.7598 0.2488 0.40
H 17.328799 -3.019087 7.235982 0.3761 -0.5464 0.0889 0.05
H 18.799024 -3.765355 7.975007 -0.2126 -0.4362 -0.3533 0.22
C 18.563378 -2.586574 12.688340 -0.3496 -0.0077 2.5351 -1.34
C 17.219092 -2.951578 12.194443 -0.0382 0.2951 -0.1891 0.91
N 16.232109 -2.049338 12.395417 -0.7593 -1.5129 -1.1714 -0.25
O 17.080292 -4.022721 11.603735 -0.9541 0.1448 -0.1548 -0.71
H 19.184509 -3.333647 12.326270 1.4545 -1.0728 -0.8524 0.36
H 18.632059 -2.682447 13.807364 -0.3367 0.2532 -0.8371 0.37
H 18.900288 -1.618744 12.407623 0.1510 0.7704 -0.3656 0.37
H 15.322057 -2.269968 11.954342 0.6470 0.6399 0.8121 0.12
H 16.403076 -1.221653 12.918435 -0.1232 0.4338 0.0738 0.17
C 11.376350 -6.490274 5.264056 -1.6310 -0.8503 0.6577 -1.45
C 12.558832 -6.519247 6.146782 0.5765 0.3909 -0.2272 0.59
N 12.694465 -7.621358 6.898043 1.8254 1.9892 0.0842 -0.11
O 13.342853 -5.554568 6.135154 -0.0795 -0.6214 0.4688 -0.53
H 11.488625 -5.680375 4.620854 0.2714 1.1094 -1.5358 0.37
H 10.466751 -6.239527 5.845435 0.4322 -0.3530 0.0613 0.27
H 11.164580 -7.435027 4.751005 0.2099 0.2195 0.0392 0.44
H 13.245020 -7.481086 7.732999 -0.0149 -0.4602 -0.0143 0.04
H 11.945593 -8.237001 6.959862 -1.3968 -1.4612 0.3022 0.25
C 11.103462 -2.808479 12.983321 -0.4795 0.1488 2.0627 -1.00
C 12.222171 -3.783298 12.806862 0.2064 0.8407 -2.0052 0.69
N 13.210530 -3.380875 11.909814 -0.1974 -1.3699 0.3950 0.00
O 12.105428 -4.881797 13.325096 1.0337 -0.0928 -0.2633 -0.71
H 10.707042 -3.233040 13.937347 -0.6483 0.5816 -0.8925 0.33
H 10.400984 -2.921845 12.134925 0.3032 0.2963 0.5817 0.21
H 11.364142 -1.759206 13.249055 0.0350 -0.6462 -0.8564 0.32
H 13.718356 -4.156624 11.473747 -0.1733 0.3195 0.2696 0.09
H 13.037820 -2.614907 11.253700 -0.1163 -0.0492 0.5544 0.05
C 11.888685 -12.548093 8.273465 0.7111 0.1805 -1.1805 -1.36
C 11.962704 -11.016312 8.229283 1.0764 -1.3890 1.4800 0.80
N 12.786666 -10.576018 9.208790 0.5651 0.8026 1.3004 -0.29
O 11.395867 -10.266800 7.476077 -0.7124 0.2712 -0.9369 -0.66
H 11.372577 -12.924391 7.363255 0.2019 -0.0169 1.0155 0.30
H 11.512938 -12.849223 9.236904 -1.0327 -0.1617 0.0808 0.37
H 12.915345 -12.965663 8.357016 -0.4068 0.3545 -0.6608 0.36
H 12.779928 -9.562593 9.433627 0.1037 -0.8508 -0.2664 0.18
H 13.160790 -11.219736 9.926730 -0.4873 0.7516 -0.9683 0.22
C 10.666108 -3.774350 7.371110 0.0778 -0.5477 2.4043 -1.20
C 10.916726 -4.899015 8.379189 -0.6550 -1.0834 0.3157 0.53
N 12.100344 -5.043509 8.996169 1.0531 1.1793 -0.6151 0.90
O 10.021569 -5.705476 8.667925 0.0221 0.7648 -0.5245 -0.60
H 11.181607 -3.925346 6.491489 1.4966 -0.6194 -1.9026 0.30
H 11.041291 -2.810738 7.753400 -0.8939 -0.1876 -0.0025 0.21
H 9.639336 -3.976707 7.147239 -0.8576 1.0824 -0.0149 0.41
H 12.921352 -4.635017 8.574031 -0.2009 0.2466 0.0699 -0.29
H 12.298012 -5.934629 9.410724 -0.1403 -0.3517 0.2922 -0.22
C 13.411703 -0.063080 7.901681 2.6068 -0.2839 -0.6055 -1.45
C 13.738887 -1.126001 8.942282 -0.3321 1.6496 0.9709 0.61
N 13.978599 -2.309939 8.403857 -0.4246 -0.4676 2.7754 0.82
O 13.729616 -0.842988 10.164509 0.0203 -0.9721 -1.6325 -0.69
H 13.893004 0.879979 8.178226 0.2715 -0.2624 -0.1216 0.38
H 12.412918 0.164782 7.944363 -2.6782 0.2880 0.0534 0.42
H 13.676633 -0.361469 6.847592 -0.1882 0.3020 1.1228 0.26
H 14.178465 -2.425331 7.480665 0.4648 0.0693 -3.2304 0.18
H 14.330134 -3.088198 8.925644 0.1796 -0.3630 0.9686 -0.30
C 15.672557 -5.702288 8.986332 0.8229 -0.6276 -0.5598 -0.30
O 14.955164 -4.771727 9.835034 1.7849 -0.3200 -0.0208 -0.27
H 16.421923 -5.259783 8.245646 -1.4402 0.1493 0.7512 0.06
H 16.359950 -6.392544 9.533455 -0.9109 0.4285 0.2148 0.40
H 14.920689 -6.321204 8.447168 0.5925 0.5790 0.3009 -0.05
H 15.633088 -4.484760 10.516225 -0.4304 -0.1018 -0.4937 0.07
C 15.762264 -3.013779 4.935828 -0.2329 -1.3396 1.1806 -0.83
O 15.271196 -3.374744 6.256521 0.4030 -0.4126 -0.1465 -0.06
H 16.270197 -3.868130 4.458537 -0.0665 0.3642 0.1741 0.28
H 14.916694 -2.733494 4.329903 -0.0950 0.4198 -0.3979 0.26
H 16.470605 -2.211070 5.130887 -0.1041 0.1320 -0.4255 0.29
H 14.897197 -4.285133 6.336044 0.1301 0.6496 -0.7178 0.21



Record 5
51
Properties=species:S:1:pos:R:3:forces:R:3:mulliken_charge:R:1 method="wB97M-V/def2-TZVPD" e_lumo_ev=-0.415 relative_energy_kcal_mol=39.4 smiles=OCCO.OCCO.OCCO.O.O.O.O.O.O.O spin_multiplicity=1 e_homo_ha=-0.352 homo_lumo_gap_ev=9.1548
O -2.979511 1.626475 -1.219340 -0.2369 -0.3826 0.2307 -0.58
C -2.697871 0.431403 -0.453596 -0.3828 1.3743 -0.7115 0.63
C -2.651048 0.733249 1.001699 0.1270 -0.3918 1.1475 -0.63
O -1.674297 1.750093 1.196167 0.1451 0.1753 -0.0128 -0.38
H -2.700344 2.397941 -0.710614 0.1022 -0.0219 -0.0461 0.33
H -3.517533 -0.255228 -0.642958 0.2560 -0.3393 -0.1803 0.36
H -1.725702 0.080073 -0.801705 -0.0513 -0.5603 0.1810 -0.62
H -2.402845 -0.178810 1.564695 0.2334 0.0878 -0.2165 0.29
H -3.613982 1.053322 1.418611 -0.0916 0.1702 -0.4118 0.39
H -1.577052 1.932846 2.135105 -0.0237 -0.0525 0.0013 0.20
O 0.380019 -2.572679 0.122600 -0.0361 -0.3174 -0.2682 -0.48
C -0.294978 -3.055570 -1.031003 -0.8898 0.1771 0.3280 0.02
C -1.700460 -3.518419 -0.622219 0.2168 -0.3797 0.6309 -0.64
O -2.275650 -2.616464 0.324464 -0.1898 0.1438 -0.4335 -0.49
H -0.149358 -1.818494 0.419382 0.3537 0.1785 0.2129 0.25
H -0.406270 -2.246797 -1.760690 0.2758 -0.1396 -0.1451 -0.20
H 0.230917 -3.914904 -1.438816 0.3018 0.1849 -0.1297 0.47
H -1.660788 -4.506515 -0.146118 0.1388 0.0017 -0.1998 0.33
H -2.347263 -3.600776 -1.494718 -0.1073 0.2142 0.0582 0.36
H -1.893807 -2.812618 1.185701 0.0233 -0.0587 -0.0093 0.29
O -0.845458 -0.494945 -4.589434 0.1700 -0.0019 -0.0227 -0.53
C 0.313661 0.146947 -4.049275 -0.2418 0.1845 -0.3906 -0.61
C -0.040736 1.240828 -3.059793 0.3703 -0.1823 1.3015 0.06
O 0.986312 1.273434 -2.037044 -0.2075 0.3218 -0.4113 -0.58
H -1.237417 0.043159 -5.281826 0.0530 0.1161 0.0475 0.30
H 0.853578 -0.628948 -3.513907 0.0892 0.0107 0.0658 0.25
H 0.958153 0.543257 -4.841226 0.0065 -0.1837 -0.0404 0.35
H -0.987520 0.973212 -2.594606 -0.1850 0.1110 -0.1513 0.14
H -0.123186 2.250895 -3.461808 -0.0939 -0.1009 -0.3818 0.32
H 0.571035 1.244186 -1.167027 0.0903 -0.3673 -0.1501 0.26
O 3.729361 0.450734 2.179556 0.0148 0.2548 0.0979 -0.54
H 4.120746 1.329881 2.190594 0.1940 -0.0668 0.0085 0.28
H 4.483426 -0.120917 1.995774 -0.1492 -0.2302 -0.0805 0.28
O 1.679642 2.831837 1.457049 0.0480 -0.0109 0.2763 -0.60
H 2.455546 2.486553 1.910457 0.0611 0.0041 -0.1713 0.18
H 1.924961 3.719829 1.179054 -0.0815 0.0324 -0.0463 0.26
O 0.601027 1.358482 4.064009 0.1078 -0.1407 -0.0690 -0.66
H 1.346648 1.256185 4.663362 -0.0123 0.0690 0.0915 0.30
H 0.958947 1.802682 3.286452 -0.1448 0.0830 -0.0407 0.37
O 0.828258 0.164530 0.669079 0.0165 0.0464 0.0387 -0.12
H 1.082848 1.067717 0.889230 -0.1847 0.1103 0.0038 0.19
H 1.582866 -0.358238 0.963185 0.0071 -0.0840 -0.1202 0.13
O -1.139840 4.087306 -0.573530 -0.0032 0.0209 0.0257 -0.62
H -0.649864 3.304427 -0.294960 -0.0562 0.0096 0.1139 0.27
H -0.490094 4.784400 -0.691071 0.0271 -0.0213 -0.0920 0.28
O 3.037276 -2.869887 0.943338 0.1277 0.2679 0.2053 -0.65
H 2.112830 -2.758205 0.658837 -0.1053 -0.1480 -0.1721 0.48
H 3.235697 -3.802516 0.832435 -0.0497 -0.0185 0.0254 0.30
O 1.118453 -1.636226 3.089022 0.1964 -0.1146 0.0116 -0.64
H 1.198827 -0.722932 3.386721 -0.1882 0.0849 -0.0390 0.33
H 1.991821 -1.875794 2.750702 -0.0411 -0.1205 0.0400 0.31



Record 6
9
Properties=species:S:1:pos:R:3:forces:R:3:mulliken_charge:R:1 method="wB97M-V/def2-TZVPD" e_lumo_ev=-0.003 relative_energy_kcal_mol=56.8 spin_multiplicity=1 e_homo_ha=-0.314 homo_lumo_gap_ev=8.5468
C 0.871004 1.087562 -0.151696 -2.1056 -3.1566 0.8214 0.42
C 0.090496 -0.780115 0.418918 0.5402 3.5519 -1.4050 -0.49
N -1.100023 -0.864013 -0.295309 -0.6910 -0.1994 -0.3304 -0.39
O 0.256200 1.849080 -0.804668 0.5438 -0.1288 0.0684 -0.36
Cl 2.466969 1.250557 0.465040 1.0617 0.5168 0.2416 -0.16
Br -2.430005 0.421996 0.129646 0.4329 -0.4956 0.0531 -0.03
H -0.035907 -0.704418 1.485488 0.1303 0.0036 0.2093 0.30
H 0.842371 -1.463801 0.055232 0.1459 -0.1020 0.0215 0.35
H -0.961108 -0.796849 -1.302655 -0.0581 0.0100 0.3202 0.35



Record 7
21
Properties=species:S:1:pos:R:3:forces:R:3:mulliken_charge:R:1 method="wB97M-V/def2-TZVPD" e_lumo_ev=0.574 relative_energy_kcal_mol=56.7 smiles=CCCSC.O.O spin_multiplicity=1 e_homo_ha=-0.312 homo_lumo_gap_ev=9.0688
C 0.937502 -3.100766 -0.221363 -5.7375 2.3798 0.7877 -1.21
C 1.184129 -1.786807 -1.008049 0.9656 1.3062 1.6596 -0.20
C 0.034841 -0.718729 -0.880375 -0.2590 0.8098 -2.1219 -0.66
S 0.572495 1.023438 -0.242646 0.4640 -1.3195 -0.0488 -0.16
C -0.490177 2.319164 -0.996212 -1.2995 -1.1621 0.4555 -0.79
H -0.112116 -3.497789 -0.607436 2.5444 -0.0578 0.0722 0.25
H 0.571005 -3.032512 0.837417 0.5086 1.1118 -0.4426 0.31
H 1.689736 -3.753820 -0.061582 2.5159 -2.4018 -0.7466 0.41
H 2.118143 -1.155722 -0.691970 -1.1940 -1.7638 -0.7172 0.30
H 1.241228 -2.122990 -2.048799 0.3469 0.5484 0.1085 0.21
H -0.146173 -0.409131 -1.950333 -0.4563 -0.5361 1.0628 0.28
H -0.899024 -1.161556 -0.446487 0.8141 0.8004 -0.0764 0.37
H -0.525450 3.022112 -0.133919 -0.0600 0.0254 -1.1858 0.33
H -1.462700 1.814717 -1.054970 -0.1380 0.3911 0.2798 0.20
H -0.401760 2.721300 -2.030011 0.9814 -0.1344 0.9196 0.34
O -3.504623 3.435835 -2.075735 -3.2378 0.5979 -1.4546 -0.64
H -4.458248 3.621555 -2.514193 3.3975 -0.7079 1.7571 0.32
H -3.685169 3.202713 -1.153455 -0.1541 0.1101 -0.3002 0.33
O 2.677873 -0.194403 6.119703 0.5656 0.4798 -0.9018 -0.63
H 2.880216 0.169537 5.243235 0.7710 0.1082 0.3645 0.32
H 1.778272 -0.396145 5.917179 -1.3388 -0.5856 0.5284 0.31